The following is a DFT calculation (wB97M-V/def2-TZVPD) of a structure of composition C31H22BaF9I2N3O2PS2 at a distorted geometry.

Cartesian coordinates (Å):
Ba (17.74885, 7.05665, 15.93700)
I (17.22657, 5.50196, 18.86940)
C (17.22238, 7.87773, 19.09097)
I (18.71685, 9.45627, 18.88343)
H (17.06085, 7.89425, 20.13120)
H (16.25121, 8.26081, 18.63417)
N (24.91387, 6.20095, 11.77458)
C (23.61880, 6.33142, 11.91296)
C (22.97675, 7.40241, 12.58345)
C (21.60993, 7.29262, 12.78934)
C (20.93369, 6.12407, 12.42108)
C (21.47394, 5.24789, 11.44779)
C (22.83329, 5.31128, 11.30905)
S (19.37896, 5.71217, 13.12050)
O (19.02282, 4.51109, 12.44636)
O (19.39179, 5.54189, 14.62647)
N (18.27493, 6.88911, 12.97579)
C (18.51555, 8.22044, 12.92032)
S (18.94581, 9.21521, 11.41934)
C (18.28308, 10.52787, 12.28487)
C (17.85257, 10.32813, 13.59089)
N (18.04171, 9.02124, 13.94306)
H (25.64625, 6.76078, 12.18587)
H (25.17015, 5.57095, 11.03391)
H (23.55111, 8.26787, 12.93772)
H (21.13027, 8.15997, 13.27041)
H (20.85451, 4.47558, 10.93882)
H (23.37894, 4.59883, 10.70267)
H (18.24998, 11.48208, 11.73367)
H (17.44609, 11.12577, 14.21635)
F (6.66637, 7.47995, 18.63462)
C (7.32037, 8.47114, 17.92031)
F (6.59173, 8.87678, 16.82116)
F (7.31310, 9.53709, 18.78328)
C (8.72590, 8.13535, 17.56966)
C (9.77809, 9.06810, 17.75260)
C (11.06520, 8.71492, 17.38407)
C (11.29366, 7.51402, 16.63920)
C (10.25306, 6.66020, 16.35647)
C (8.99364, 6.91976, 16.87480)
P (12.94883, 7.26808, 16.13592)
C (12.86293, 7.70509, 14.41364)
C (12.26488, 6.89102, 13.41088)
C (12.11932, 7.38500, 12.13004)
C (12.63562, 8.67877, 11.83601)
C (13.17893, 9.46442, 12.83288)
C (13.31437, 8.99051, 14.12478)
C (12.39356, 9.22950, 10.46374)
F (12.70734, 10.55575, 10.37795)
F (11.05177, 9.13483, 10.15312)
F (13.11673, 8.56607, 9.48663)
C (13.26271, 5.49920, 16.12986)
C (12.56725, 4.58523, 17.03829)
C (12.63965, 3.25376, 16.87655)
C (13.53786, 2.66700, 15.96721)
C (14.17141, 3.52535, 15.05261)
C (14.04117, 4.91841, 15.14453)
C (13.67218, 1.23364, 15.82958)
F (14.95003, 0.80250, 15.52096)
F (12.83583, 0.76065, 14.82999)
F (13.34858, 0.47836, 17.00209)
H (9.63375, 10.07331, 18.17139)
H (11.89705, 9.25707, 17.79358)
H (10.42618, 5.76578, 15.72421)
H (8.23079, 6.14906, 16.76396)
H (11.87853, 5.92538, 13.73813)
H (11.75444, 6.74003, 11.30384)
H (13.64054, 10.46595, 12.61627)
H (13.86329, 9.52507, 14.85227)
H (11.97303, 5.00995, 17.80030)
H (12.06102, 2.55668, 17.54625)
H (14.71294, 3.13289, 14.18173)
H (14.57832, 5.50437, 14.39024)

electronic energy: -4166.45002 Eh
E_HOMO: -0.375 Eh
LUMO: -5.3 eV
spin multiplicity: 1
net charge: +1
Kohn-Sham gap: 4.9063 eV
strongest force on any atom: 4.43 eV Å⁻¹

Mulliken atomic charge list, values in e, 5 entries: 1.76, 0.08, -1.24, 0.16, 0.43